A structure of composition C4H8O2. Source: the OMol25 dataset; level of theory: the ωB97M-V functional and the def2-TZVPD basis.

Geometry as XYZ:
```
14
Properties=species:S:1:pos:R:3:forces:R:3
C 1.3602 -0.5072 0.9324 0.0700 -0.1335 0.0787
C 0.4692 0.5521 0.2649 -0.1410 -0.1345 0.1046
O 1.2417 1.5915 -0.3042 0.1586 -0.0399 -0.1644
C -0.2730 -0.2172 -0.7619 0.1924 -0.1663 0.3106
C -1.6313 -0.6313 -0.3482 0.0436 -0.1559 0.1033
O -1.9297 0.6305 -0.9893 -0.0157 0.0868 -0.2238
H 1.9509 -1.0367 0.1766 -0.0663 0.0741 0.1250
H 2.0455 -0.0025 1.6168 -0.0922 -0.0513 -0.0635
H 0.7679 -1.2403 1.4899 0.0865 0.0961 -0.0368
H -0.1718 1.0332 1.0174 0.0481 -0.0939 -0.1018
H 1.5415 1.2621 -1.1639 -0.0351 0.1006 0.0926
H -1.3380 0.5992 -1.7946 -0.5058 0.2228 -0.1457
H -1.9261 -0.5485 0.7029 0.0828 0.0393 -0.1443
H -2.1070 -1.4851 -0.8389 0.1740 0.1556 0.0655
```
Forces are in eV/Å.

**HOMO level**: -9.10 eV
**Energy relative to the best compared isomer or geometry (same formula, charge and spin)**: 4.813 eV
**Calculated total energy**: -307.53555 a.u.
**HOMO-LUMO gap**: 9.6 eV

Here are the natural (NBO) charges for atoms 1 to 8, given in e:
1 C -0.631
2 C -0.041
3 O -0.710
4 C -0.006
5 C -0.174
6 O -0.612
7 H 0.216
8 H 0.236